Below is a molecular structure, C23H23NO5SSbSe4TeV at a distorted geometry, with properties calculated with ωB97M-V/def2-TZVPD.

Results
- Orbital gap (spin up / spin down): 5.37 / 5.27 eV
- LUMO energy (spin up / spin down): 1.173 / 1.151 eV
- Expectation value of S²: 3.784
- Energy relative to the best compared isomer or geometry (same formula, charge and spin): 344.4 kcal/mol
- Electronic energy: -12776.99903 Eh
- Charge: -1
- Multiplicity: 4

Last column: Mulliken charge in e.
CARTESIAN COORDINATES (ANGSTROEM)
1 V 0.162 0.278 0.166  0.275
2 O 2.502 -0.826 1.236  -0.726
3 S 2.217 -0.183 -0.031  1.474
4 O 3.930 0.052 -0.211  -0.364
5 O 1.593 1.207 0.370  -0.561
6 O 0.868 -1.168 -0.349  -0.659
7 Se -3.430 -0.287 3.664  -0.644
8 Sb -3.759 0.433 1.368  0.779
9 Se -5.874 -0.537 0.688  -0.508
10 Se -5.132 2.416 1.774  -0.492
11 Se -1.827 0.538 0.059  0.065
12 C -4.561 4.435 -5.925  -1.658
13 C -3.747 3.602 -4.965  0.847
14 C -2.400 3.373 -5.160  -0.887
15 C -1.663 2.597 -4.262  0.997
16 C -0.242 2.293 -4.663  -1.569
17 C -2.307 2.054 -3.095  -0.343
18 Te -0.414 1.026 -1.890  0.015
19 N 2.116 0.142 -1.765  -0.147
20 C 3.251 0.415 -2.278  0.206
21 O 4.344 0.433 -1.498  -0.203
22 C 3.480 0.765 -3.683  0.220
23 C 4.637 1.455 -4.051  -0.585
24 C 4.779 1.898 -5.356  -0.645
25 C 3.780 1.659 -6.290  -0.454
26 C 2.659 0.923 -5.937  -0.653
27 C 2.517 0.462 -4.638  -0.080
28 C 0.147 3.088 -1.435  1.185
29 C 1.464 3.230 -1.895  -0.429
30 C 2.223 4.339 -1.545  -1.133
31 C 1.682 5.267 -0.678  -0.691
32 C 0.407 5.096 -0.166  -0.868
33 C -0.391 4.005 -0.519  1.000
34 C -1.716 3.798 0.154  -1.339
35 C -3.695 2.149 -3.004  1.006
36 C -4.512 1.344 -2.059  -1.271
37 C -4.369 2.969 -3.914  -0.618
38 H -3.936 4.899 -6.687  0.339
39 H -5.099 5.210 -5.375  0.359
40 H -5.305 3.809 -6.421  0.342
41 H -1.891 3.772 -6.033  0.263
42 H -0.057 2.608 -5.695  0.450
43 H -0.044 1.227 -4.666  0.129
44 H 0.501 2.815 -4.065  0.466
45 H 5.398 1.632 -3.303  0.493
46 H 5.675 2.434 -5.639  0.398
47 H 3.883 2.039 -7.298  0.402
48 H 1.894 0.701 -6.670  0.460
49 H 1.685 -0.173 -4.364  0.657
50 H 1.920 2.468 -2.499  0.404
51 H 3.229 4.445 -1.932  0.483
52 H 2.281 6.111 -0.355  0.364
53 H 0.021 5.799 0.562  0.406
54 H -2.124 4.725 0.553  0.480
55 H -1.583 3.116 0.998  0.311
56 H -2.456 3.352 -0.511  -0.017
57 H -3.923 0.499 -1.718  0.261
58 H -5.389 0.910 -2.541  0.462
59 H -4.902 1.918 -1.217  0.139
60 H -5.447 3.055 -3.794  0.407

Cartesian forces, eV/Å:
V -3.781 -0.671 6.981
O 0.724 -0.227 -0.048
S 4.605 -1.578 -0.015
O 0.477 0.131 0.295
O 4.687 1.564 -0.146
O 2.609 -2.487 -1.194
Se 0.745 -0.219 -0.257
Sb -3.319 -0.633 4.326
Se -0.205 -0.146 -0.694
Se -0.042 0.596 -0.680
Se -8.445 0.142 0.539
C 0.014 -0.152 0.184
C -0.310 0.239 -0.315
C 0.421 -0.277 0.371
C -0.734 -0.170 0.578
C 0.092 0.225 -0.644
C 1.547 -0.149 -0.904
Te -1.332 4.305 -8.399
N 1.996 -0.458 -0.009
C -0.261 -0.246 0.221
O -0.244 -0.012 -0.225
C 0.226 0.214 -0.155
C -0.244 -0.077 0.071
C 0.176 0.025 0.104
C -0.044 -0.011 -0.025
C 0.066 -0.067 0.083
C -0.005 -0.199 -0.052
C 1.327 -0.869 -0.403
C -0.219 1.014 0.388
C -0.066 -0.364 -0.209
C 0.112 0.288 0.244
C -0.077 -0.142 -0.097
C -0.091 -0.382 -0.228
C -0.041 0.062 0.018
C 0.345 0.239 -0.280
C -0.111 -0.326 0.257
C -0.243 -0.195 0.299
H -0.012 0.039 0.022
H 0.007 0.076 -0.118
H -0.007 0.068 -0.055
H -0.065 0.031 0.000
H -0.224 0.176 0.038
H 0.043 -0.015 0.172
H 0.072 -0.139 0.082
H 0.033 0.133 -0.064
H -0.035 0.030 -0.023
H 0.022 -0.031 -0.007
H 0.008 0.007 -0.008
H -0.114 0.159 0.081
H -0.044 0.029 -0.263
H 0.012 0.042 0.064
H -0.061 0.052 -0.033
H -0.035 0.033 -0.056
H 0.051 0.070 -0.064
H -0.125 0.127 0.038
H 0.008 0.033 -0.017
H -0.114 -0.037 0.270
H 0.026 0.109 -0.169
H 0.177 -0.011 0.178
H 0.024 0.032 -0.048